Record 1
This record from OMol25 describes a molecular structure, C35H30F8N2O4P2S2Sn in a non-equilibrium geometry. The level of theory is the ωB97M-V functional and the def2-TZVPD basis.

The geometry in XYZ format:
```
84
Properties=species:S:1:pos:R:3:forces:R:3
H -0.510230 5.059684 18.246483 0.644 0.063 0.764
C -2.576710 5.291950 21.885351 -0.410 -2.309 1.654
C -1.301029 -0.159803 18.754801 -0.831 0.079 0.665
F -0.341664 6.698407 16.124098 0.588 -0.032 1.266
H 0.976338 -1.666338 16.754237 0.306 -0.039 0.253
C -2.948949 3.497658 23.501099 -0.873 0.168 -1.237
C 1.445096 3.984017 21.486672 -1.792 -0.080 -1.051
F -4.066279 6.360053 16.990723 -0.363 -0.019 -0.712
C -6.983854 4.930040 19.619655 -1.074 1.400 1.382
H -1.899507 7.172522 22.710960 -0.245 -0.348 -0.032
H -7.565273 2.232010 17.572760 0.122 0.819 0.798
C -8.131831 5.664190 19.231726 0.836 0.470 0.385
C -5.728491 0.789867 19.077952 0.295 1.445 -0.270
H 0.024049 2.378908 21.672843 0.008 0.874 -0.483
F -2.097119 6.697719 14.905779 -0.241 0.680 -0.054
F -2.340165 1.449039 14.786033 -0.126 0.094 -0.802
H -6.210838 -3.031856 18.658419 -0.189 1.707 -0.503
H -8.324955 6.666943 19.647933 0.207 -0.706 -0.089
O -0.364486 3.476787 15.194996 0.093 -0.345 -0.135
F -3.206882 1.941197 12.791365 -0.207 0.091 1.182
C 0.234295 1.472512 17.761202 0.109 -0.016 -0.229
C -7.707006 3.208830 18.098037 0.380 -1.140 -0.899
H 2.776985 5.565086 21.056042 -0.372 -0.065 -0.433
P -1.619440 2.561881 19.337296 -0.022 0.034 0.141
H -2.520530 5.579507 20.879567 0.066 0.622 -1.318
H -5.686299 -1.611523 16.638419 0.526 0.601 0.501
C -2.303938 5.735184 24.272733 -1.136 -0.337 -0.602
H -3.128467 1.172460 20.386019 -0.150 -0.875 0.487
C -2.989404 3.938595 22.168268 1.313 2.409 2.062
C -6.824006 3.678747 19.092740 -0.899 -1.648 -1.008
C -0.637576 -1.184512 18.121363 1.797 0.629 0.012
H 1.907308 3.714299 22.382845 0.881 -0.358 1.151
H -0.885616 -2.185949 18.432519 0.014 -0.311 -0.515
O -5.214023 3.750366 14.295587 0.783 -0.122 0.506
C -8.750034 3.978788 17.639941 -0.299 -0.339 -0.723
N -3.442866 3.067919 21.176866 -0.610 -0.971 -1.779
C -6.264725 0.028173 20.099457 -1.408 0.077 -0.003
C -8.987081 5.183342 18.254429 -0.250 1.312 -0.122
H -2.825533 3.926153 25.483605 0.227 0.653 0.710
C 0.044219 4.792129 19.152740 -0.108 -1.334 0.901
F -4.280437 0.754912 14.259513 -0.943 -0.191 -0.157
H -2.322820 6.538969 25.033471 0.564 -0.962 -0.230
P -5.472443 2.583255 19.458784 0.708 -0.288 -0.047
C -6.561591 -1.333603 19.889029 0.178 1.980 0.988
C -2.224807 6.150198 22.922548 0.051 -0.203 0.538
H -7.165500 -1.801609 20.657192 0.429 -0.551 -0.117
C -3.780236 6.074429 18.262883 -1.765 0.141 0.643
C -0.935501 6.113939 15.135380 -1.077 -0.388 -1.587
H -6.371289 5.300616 20.471892 -0.308 -0.199 -0.843
C 0.918477 0.468261 17.124277 0.061 -1.933 -0.187
C 0.515663 -0.874039 17.327379 -1.499 0.656 -0.172
H 1.481503 6.265096 19.031974 0.600 0.997 -0.431
H -1.853246 1.770447 21.629520 -0.502 -0.666 -0.480
N -2.777374 4.193137 14.690821 1.338 0.999 -0.750
O -4.095314 3.052540 16.365319 -0.643 -0.875 1.701
C -0.871831 1.164466 18.514919 -0.950 -0.140 1.056
H 1.759347 0.662882 16.466682 -0.063 0.098 0.196
C -4.873289 2.720790 21.232405 0.803 -0.766 -1.392
H -5.085259 0.880876 17.011637 0.010 0.387 -0.482
C -0.325827 3.654529 19.914094 -0.987 0.472 -0.768
C -2.670916 4.391962 24.527859 0.179 0.259 -0.189
C -5.715047 -1.095997 17.612731 -0.505 -0.416 0.644
C -5.493453 0.283636 17.793729 -0.071 -1.848 0.624
F -2.631696 6.635840 18.552031 1.596 0.429 0.483
C 0.283696 3.294859 21.099650 1.400 -0.647 0.426
H -5.265412 3.565604 21.714912 -1.388 0.861 0.660
S -1.457266 4.317293 15.513972 0.144 0.996 0.639
H -5.191712 1.760199 21.677267 0.591 0.490 0.410
S -4.002818 3.331106 14.921024 -1.182 0.278 -1.741
H -9.347738 3.673406 16.762291 0.317 0.010 0.787
H -9.790657 5.837396 17.903182 0.162 -0.352 0.229
F -0.173522 6.208009 14.055036 -0.207 -0.587 0.328
C 1.879966 5.036623 20.713342 0.743 0.249 0.954
H -2.104257 -0.451077 19.504441 0.958 0.694 -1.192
C 1.170896 5.437253 19.603480 -0.278 0.277 -0.594
H -4.555027 6.519076 18.932220 0.314 -0.577 -0.452
Sn -3.563830 3.878072 18.314222 0.738 -0.810 -0.147
C -6.161162 -1.895407 18.708887 0.233 -1.561 -1.098
C -3.467176 1.760918 14.081739 1.333 -0.350 0.741
H -3.366660 2.484830 23.685678 0.616 0.692 0.243
O -1.793323 4.381291 16.978264 -0.069 -0.175 -0.956
H 0.547538 2.495893 17.716437 0.251 0.337 -0.326
C -2.541136 1.976644 20.790565 0.136 1.112 0.298
H -6.691479 0.590622 20.945831 0.396 -0.759 -0.073
```
Positions in Å, forces in eV/Å.

Results
E_tot   -115753.2050 eV
Total charge   +2
HOMO energy   -14.28 eV
Relative energy (zero: lowest compared OMol25 entry of this formula, charge and spin)   22.9 kcal per mole
Orbital gap   7.8 eV
Maximum force   3.43 eV/Å

***

Record 2
This record from OMol25 describes a molecular structure, C35H30N11O6SbSe4Ti in a non-equilibrium geometry. The level of theory is the ωB97M-V functional and the def2-TZVPD basis.

The geometry in XYZ format:
```
88
Properties=species:S:1:pos:R:3:forces:R:3
H 1.250902 -1.526860 5.162583 0.024 -0.007 -0.007
H 5.581256 -2.725037 -1.609090 -0.031 0.005 -0.004
C 1.849922 -2.822763 -0.308468 0.118 -0.116 -0.012
N 1.761702 -0.466719 -4.483813 -0.153 -0.194 0.082
H -5.729149 -0.508789 -1.930443 -0.041 -0.016 -0.009
C -2.538169 -0.784659 -1.334369 0.036 -0.180 0.083
C -2.588877 1.302525 -1.069917 0.040 0.011 -0.035
O 1.813155 -0.417228 -0.660135 0.492 -0.793 -0.305
H 3.042474 2.187111 3.990125 -0.010 -0.011 -0.004
N -3.701710 -0.317936 -1.768231 -0.252 0.204 -0.150
C 0.537710 -2.923605 0.173308 -0.432 0.897 -0.144
C 2.047200 -4.195155 -4.404752 -0.003 0.021 -0.024
C 0.085973 4.145868 0.317417 -0.011 0.132 0.065
H 3.436080 -7.202336 -3.674607 0.007 0.003 0.002
C 1.651761 -0.859796 4.412906 -0.017 -0.006 0.041
C 0.877010 0.163210 -3.744936 -0.179 0.130 0.004
N -1.666282 -7.228544 -3.437279 -0.600 0.015 0.223
H 2.472719 -2.585097 -5.774710 0.016 0.015 -0.030
C -2.976175 -5.598948 -2.931020 -0.433 0.461 0.174
Ti 0.127045 -0.095029 0.089547 0.223 -0.166 -0.614
N -3.750582 1.034786 -1.612532 0.139 -0.255 0.043
H 1.979838 3.591885 1.825163 0.056 -0.009 -0.027
H -4.859114 -0.789731 -3.434283 0.062 0.023 -0.024
Se -4.008605 -1.680246 1.828423 -0.009 -0.035 -0.323
C 2.489407 0.810253 2.437389 -0.091 0.103 -0.177
Se -1.305088 0.809682 5.984554 0.026 -0.051 0.090
H -0.464908 4.234493 -0.614599 -0.010 -0.006 -0.006
H -6.836078 -4.787634 -0.554464 0.020 0.012 0.018
O 4.216493 -6.194277 -0.509742 0.002 -0.092 -0.007
H 0.757143 1.234188 -3.788631 0.023 -0.020 0.011
C 2.165068 0.379392 4.759761 0.004 0.011 0.029
N 1.990265 2.890410 1.100726 -0.069 -0.093 0.325
C -3.954236 -3.332302 -2.657915 -0.015 0.113 -0.102
H 4.212396 -0.624104 -1.433810 -0.014 0.000 0.015
C -1.048307 -6.120482 -3.614208 0.468 0.188 -0.188
N 1.578778 -1.761004 -4.117509 0.242 -0.001 -0.144
H -3.156452 -2.935184 -3.275691 0.013 0.005 0.040
Se -4.155134 -0.676049 3.804922 0.086 0.014 0.256
Se -0.874051 0.937090 1.967554 -0.612 1.056 1.345
H 2.189497 0.694574 5.794615 -0.014 -0.016 -0.019
H -0.620540 4.002807 1.139358 -0.016 -0.002 -0.027
N 4.689568 -5.188998 -1.005329 -0.297 0.379 -0.005
H 2.906688 1.175958 0.375045 0.015 -0.007 -0.020
H 1.038229 -7.805974 -3.403885 0.001 0.019 0.018
Sb -2.428638 1.423864 3.960333 -0.098 0.040 -0.154
H 2.222659 -4.952110 -0.184098 0.029 0.014 0.028
O -1.815316 -5.035954 -3.330919 0.022 -0.062 -0.010
C 3.932988 -3.922223 -0.894843 0.275 -0.507 -0.061
O -0.217182 -1.806559 0.345940 0.778 -1.336 -0.170
C -4.031143 -4.699983 -2.436835 0.175 -0.279 -0.042
C 2.622073 1.215166 3.756050 0.014 0.008 0.052
C 0.356461 -5.851129 -3.948097 -0.263 -0.120 0.064
H 0.102191 -3.863840 0.475430 -0.121 -0.024 0.066
C -4.899373 -2.475036 -2.102971 -0.042 -0.030 -0.068
H -0.064048 -3.852495 -4.560261 0.001 0.000 0.029
O 0.701625 2.015533 -0.548551 -0.074 -0.055 0.132
C 0.714267 -4.571168 -4.346299 0.001 0.118 -0.027
N 0.129088 -0.630766 -2.934656 0.330 -0.041 -0.218
C 3.794029 -1.584606 -1.153914 0.292 0.036 -0.198
C 1.329301 -6.813823 -3.722326 0.164 -0.086 -0.010
H -2.291489 2.291468 -0.767267 0.001 -0.006 -0.016
N -1.800899 0.212841 -0.892071 -0.072 0.182 -0.169
H 3.871035 2.151700 1.504691 0.045 -0.024 -0.034
O 5.751913 -5.169365 -1.604104 0.104 -0.001 -0.065
C -5.929381 -3.011302 -1.341160 0.039 -0.007 0.077
H 0.668866 5.051246 0.487705 -0.026 0.000 0.046
C 1.593697 -1.195953 3.074593 0.022 0.001 -0.107
C 2.881361 1.739168 1.303747 0.010 0.098 -0.103
C 2.664809 -6.469044 -3.868009 -0.052 0.023 0.041
H 3.464855 -2.601941 -4.314504 0.025 -0.007 0.013
C 0.624706 -1.827719 -3.180968 -0.134 -0.053 0.096
C 0.947468 2.922383 0.260393 0.180 -0.204 -0.217
C 2.460363 -2.773951 -4.700949 -0.126 0.047 0.129
H -2.252716 -1.821631 -1.316515 0.001 0.006 0.013
C 4.557211 -2.734976 -1.269317 -0.104 0.179 0.007
H 0.323048 -2.736083 -2.685259 0.057 0.015 0.054
N -2.957992 -6.879644 -2.976276 0.543 -0.303 -0.236
C 3.020418 -5.162037 -4.174171 0.034 0.014 0.070
H 1.180312 -2.143829 2.747867 -0.037 0.008 0.007
C -6.026766 -4.383350 -1.147477 0.046 -0.024 -0.041
C 2.478543 -1.592206 -0.702309 -0.591 0.522 0.109
C 2.643855 -3.989028 -0.440503 -0.181 -0.027 0.034
C -4.855933 -0.991802 -2.361934 0.113 0.023 0.133
H -6.652337 -2.349093 -0.881528 -0.007 -0.002 -0.006
H -5.118071 -6.299704 -1.523849 -0.001 0.019 -0.005
C -5.076979 -5.231246 -1.689709 -0.099 0.001 0.098
N 1.979341 -0.372717 2.097592 -0.079 0.089 0.168
H 4.068227 -4.886398 -4.205068 0.005 0.010 0.036
```
Positions in Å, forces in eV/Å.

Results
E_tot   -356499.3918 eV
Total charge   -1
Spin multiplicity   2
HOMO energy (spin up / spin down)   -3.29 / -3.29 eV
Relative energy (zero: lowest compared OMol25 entry of this formula, charge and spin)   52.0 kcal per mole
Orbital gap (spin up / spin down)   5.0 / 4.5 eV
Maximum force   1.82 eV/Å

***

Record 3
This record from OMol25 describes 5 unconnected molecules or ions with the total composition C35H30N6O10. The level of theory is the ωB97M-V functional and the def2-TZVPD basis.

The geometry in XYZ format:
```
81
Properties=species:S:1:pos:R:3:forces:R:3
N -0.519240 3.453290 -3.468069 0.190 -0.231 -0.001
H -5.391454 -4.816884 -2.020982 -0.061 -0.058 -0.067
N -1.519050 -3.267246 -3.790866 -0.001 -0.101 -0.034
H 0.630503 -1.182784 2.661850 -0.051 0.002 0.003
H -4.370084 -0.901562 1.802960 -0.055 -0.022 -0.004
N -7.005991 -0.558684 1.645010 0.135 0.065 0.101
C 1.820992 -2.796651 3.429474 0.048 -0.035 0.075
C 0.427270 3.648864 -1.207552 -0.011 -0.039 0.098
C 6.600536 1.131616 -2.378115 0.024 -0.102 0.019
H -0.354788 2.994571 -0.852313 -0.031 -0.011 -0.043
C 0.484156 4.010372 -2.541154 0.012 0.004 0.023
C 4.976122 2.929344 -2.412594 -0.055 0.020 0.008
H 1.774078 -3.900940 6.633656 0.002 -0.003 0.011
H 4.759972 3.979909 -2.534256 0.071 -0.035 -0.019
C -2.510462 -2.247053 -1.841693 0.059 -0.198 -0.274
H 3.207303 5.980183 -2.546806 0.010 0.031 -0.009
O -6.511849 -1.294479 0.812161 -0.058 -0.044 -0.065
C -2.525791 -3.218610 -2.876406 0.181 0.298 0.132
C 2.429427 5.328268 -2.173921 -0.055 0.002 0.067
O -1.204495 -0.267845 5.950951 -0.070 0.084 -0.060
O -8.184677 -0.285189 1.711475 -0.059 -0.006 -0.024
C -0.547597 -1.418997 -2.626073 -0.080 -0.216 -0.041
C 0.890834 -1.774871 3.526179 -0.038 0.038 -0.144
C 1.373439 -1.861749 -0.706660 -0.254 0.107 -0.024
H -3.600242 -4.871307 -3.731853 0.028 -0.018 -0.086
O -0.412438 3.724618 -4.645332 -0.076 0.107 -0.013
O 1.423006 -0.643871 -1.334870 -0.209 -0.019 0.094
N -1.515888 -1.332688 -1.755716 0.033 -0.016 0.077
H 2.776356 -3.428580 -0.590356 0.088 -0.102 -0.006
H -5.317988 -3.129402 -0.185709 -0.126 -0.098 -0.008
C -5.773838 1.404832 4.561524 0.055 -0.012 -0.013
O -1.359641 2.712471 -2.998727 -0.099 0.022 -0.022
H 2.949754 2.360062 -2.037487 0.010 -0.004 0.005
C -6.099347 0.037761 2.644186 -0.017 -0.027 -0.022
H 2.807312 -2.582450 -2.160984 0.037 0.044 -0.084
O -0.984711 0.154898 3.854528 0.473 0.134 0.005
C -4.749268 -0.254445 2.577929 0.014 0.019 0.046
H 7.626177 0.809965 -2.475056 0.027 0.051 -0.017
H 0.263443 -2.434443 -4.366992 0.045 -0.047 -0.069
O 7.035598 4.600080 -2.941662 -0.003 0.062 -0.001
H -3.750341 1.547336 5.257720 0.046 -0.018 0.006
C -4.545645 -3.157975 -0.937460 0.223 0.240 -0.112
C -3.901520 0.296520 3.525393 -0.105 -0.096 -0.053
C 5.585182 0.230078 -2.099536 -0.051 0.055 -0.008
H -7.690122 1.068136 3.638028 -0.021 -0.037 -0.045
H -3.476102 -1.498008 -0.095851 -0.037 0.064 0.020
O 0.748778 -2.001657 0.302847 0.320 -0.056 0.079
C 2.176668 -2.948580 -1.359084 -0.082 -0.088 0.160
C 1.466003 4.843226 -3.044226 0.097 0.062 -0.045
C 6.272856 2.465863 -2.530164 -0.012 -0.025 -0.004
C 1.526836 -3.305071 5.766141 0.012 0.000 -0.041
H 0.099294 -2.081954 6.814176 -0.030 0.044 -0.011
C -4.414211 1.123096 4.516582 -0.057 0.005 -0.020
C 2.397781 4.974988 -0.830647 -0.046 0.010 -0.009
H -6.170002 2.049119 5.333980 -0.014 0.013 0.012
O 8.472317 2.999086 -2.958904 0.032 0.008 0.001
C -6.631229 0.860436 3.618816 -0.053 0.073 0.073
H 1.374918 3.864042 0.696415 -0.002 -0.008 0.012
C 0.292216 -1.545413 4.750205 0.005 0.018 -0.012
H 5.822576 -0.817938 -1.975814 0.009 -0.012 -0.001
N -0.708255 -0.467485 4.860867 0.203 -0.241 0.188
C 3.972150 2.016603 -2.135635 -0.063 -0.054 0.001
C 4.271846 0.668463 -1.980411 0.118 0.048 -0.051
N 7.345410 3.431109 -2.833621 -0.003 -0.035 0.003
C 0.590883 -2.290468 5.876370 0.014 -0.063 0.109
H 3.474350 -0.029584 -1.767382 0.049 0.035 0.021
C 0.572300 -0.435928 -2.484431 0.035 0.522 -0.116
H -2.842248 0.078762 3.490956 -0.385 0.109 -0.044
H 1.181714 -0.383464 -3.386829 0.155 -0.211 -0.036
H 0.137650 0.548526 -2.327414 -0.076 0.066 -0.017
C -3.535158 -2.239910 -0.877671 -0.208 -0.093 0.120
C 2.141198 -3.557526 4.545624 -0.025 0.036 -0.006
C -3.593340 -4.138354 -2.939131 -0.273 -0.090 0.222
C -4.581702 -4.103496 -1.989029 0.278 0.012 -0.047
H 3.155500 5.352110 -0.156940 0.015 0.002 0.007
H 1.477757 5.099968 -4.092554 -0.049 -0.032 -0.023
C 1.398503 4.138831 -0.348850 0.043 0.056 -0.016
H 2.870713 -4.352476 4.465311 0.001 -0.011 0.000
H 1.479001 -3.692315 -1.740680 -0.007 -0.089 -0.086
H 2.289544 -2.995165 2.476155 -0.020 0.001 -0.024
C -0.551491 -2.403899 -3.652967 -0.168 0.139 0.182
```
Positions in Å, forces in eV/Å.

Results
E_tot   -66186.3356 eV
HOMO energy   -9.26 eV
Relative energy (zero: lowest compared OMol25 entry of this formula, charge and spin)   0.0 kcal per mole
Orbital gap   8.5 eV
Maximum force   0.54 eV/Å
SMILES string   CC(=O)OCc1cnc2ccccc2n1.O=[N+]([O-])c1ccccc1.O=[N+]([O-])c1ccccc1.O=[N+]([O-])c1ccccc1.O=[N+]([O-])c1ccccc1